Formula: C35H35BF4MnN5OP2S2
Source: the OMol25 dataset
Level of theory: ωB97M-V/def2-TZVPD

Each line ends with the Mulliken spin population.
Element x y z (Å)
1 Mn -3.679 -0.023 1.484  4.85
2 C -3.447 -1.601 6.536  0.00
3 C -4.824 -0.999 6.402  0.00
4 N -4.746 0.262 5.678  0.00
5 C -4.802 0.475 4.330  0.01
6 S -5.231 -0.815 3.303  0.04
7 N -4.255 1.631 4.015  -0.02
8 N -3.983 1.744 2.718  -0.01
9 C -3.644 2.915 2.270  -0.01
10 C -3.763 4.139 3.058  0.00
11 C -3.081 3.037 0.864  0.02
12 C -2.698 4.263 0.287  0.00
13 C -2.207 4.280 -0.998  0.00
14 C -2.159 3.091 -1.738  0.00
15 C -2.516 1.903 -1.090  -0.01
16 N -3.030 1.891 0.164  0.02
17 H -3.594 -2.561 7.004  0.00
18 H -2.804 -0.910 7.110  0.00
19 H -3.008 -1.791 5.535  0.00
20 H -5.244 -0.867 7.383  0.00
21 H -5.511 -1.648 5.880  0.00
22 H -4.181 0.998 6.036  0.00
23 H -4.467 3.973 3.879  0.00
24 H -3.984 4.949 2.366  0.00
25 H -2.811 4.399 3.536  0.00
26 H -2.719 5.207 0.823  0.00
27 H -1.997 5.236 -1.473  0.00
28 H -1.863 3.133 -2.800  0.00
29 H -2.501 0.928 -1.563  0.00
30 F 0.414 0.521 3.065  0.00
31 B -0.939 0.873 3.151  0.02
32 F -1.596 0.140 2.134  -0.06
33 F -1.006 2.265 2.903  0.00
34 F -1.542 0.556 4.368  0.00
35 C 0.969 -0.742 -2.214  0.00
36 P 0.448 -0.579 -0.414  0.01
37 C 1.747 0.563 0.204  0.00
38 C 3.006 0.081 0.667  0.00
39 C 4.013 0.940 1.082  0.00
40 C 3.722 2.326 1.115  0.00
41 C 2.517 2.805 0.635  0.00
42 C 1.522 1.935 0.199  0.00
43 C 0.914 -2.255 0.205  0.00
44 C 1.045 -2.497 1.574  0.00
45 C 1.326 -3.771 2.070  0.00
46 C 1.411 -4.812 1.189  0.00
47 C 1.355 -4.556 -0.177  0.00
48 C 1.133 -3.304 -0.670  0.00
49 P 2.801 -1.078 -2.634  0.00
50 C 2.600 -2.308 -3.971  0.00
51 C 3.466 -3.422 -3.910  0.00
52 C 3.329 -4.493 -4.767  0.00
53 C 2.280 -4.566 -5.632  0.00
54 C 1.339 -3.525 -5.675  0.00
55 C 1.482 -2.446 -4.853  0.00
56 C 3.185 0.446 -3.526  0.00
57 C 3.233 1.564 -2.746  0.00
58 C 3.605 2.827 -3.221  0.00
59 C 3.931 2.949 -4.556  0.00
60 C 3.923 1.807 -5.354  0.00
61 C 3.489 0.568 -4.875  0.00
62 H 0.566 0.180 -2.698  0.00
63 H 0.300 -1.488 -2.642  0.00
64 H 3.199 -1.009 0.736  0.00
65 H 4.903 0.479 1.478  0.00
66 H 4.463 2.997 1.517  0.00
67 H 2.226 3.878 0.709  0.00
68 H 0.559 2.302 -0.132  0.00
69 H 0.948 -1.661 2.221  0.00
70 H 1.309 -3.859 3.159  0.00
71 H 1.509 -5.831 1.547  0.00
72 H 1.403 -5.370 -0.878  0.00
73 H 1.018 -3.224 -1.754  0.00
74 H 4.217 -3.416 -3.152  0.00
75 H 4.132 -5.230 -4.736  0.00
76 H 2.016 -5.499 -6.104  0.00
77 H 0.450 -3.630 -6.310  0.00
78 H 0.694 -1.731 -4.878  0.00
79 H 2.905 1.438 -1.688  0.00
80 H 3.561 3.687 -2.556  0.00
81 H 4.287 3.914 -4.925  0.00
82 H 4.180 1.911 -6.417  0.00
83 H 3.579 -0.342 -5.502  0.00
84 O -2.412 -1.794 -2.303  0.04
85 S -2.693 -1.786 -0.900  0.06
86 N -3.695 -0.967 -0.160  0.02

Cartesian forces (eV/Å) of the 3 atoms listed first:
Mn 0.041 0.983 1.238
C 0.188 -0.016 -0.733
C 0.326 0.596 -0.934

Calculated values
M ... 809.52 g mol⁻¹
Multiplicity ... 6
Relative energy (zero: lowest compared OMol25 entry of this formula, charge and spin) ... 0.0 kJ/mol
Total charge ... -1
Electronic energy ... -4758.48702 Ha
LUMO (spin up / spin down) ... 2.43 / 2.39 eV
HOMO (spin up / spin down) ... -4.955 / -5.005 eV